(1)
46
Properties=species:S:1:pos:R:3:forces:R:3 method="wB97M-V/def2-TZVPD" e_tot_ha=-1184.6231 orbital_gap_ev=7.893 spin_multiplicity=1 relative_energy_kj_mol=114.40
C 3.063254 -2.816122 2.493261 -0.127 -0.148 -0.098
C 2.250865 -3.943197 1.863703 -0.070 0.072 0.332
N 1.781134 -3.620190 0.524149 -0.002 -0.245 0.237
C 2.614005 -3.970895 -0.607346 0.155 0.210 -0.328
C 3.595643 -2.861121 -0.993589 -0.096 -0.195 0.000
C 0.662712 -2.875091 0.440419 -0.016 -0.130 -0.486
O 0.025306 -2.529010 1.415920 -0.187 0.171 0.280
C 0.154754 -2.493251 -0.962240 0.261 0.020 0.149
O -0.638934 -1.323734 -0.843772 -0.275 -0.023 -0.071
C 0.044450 -0.226538 -0.494238 0.364 0.060 -0.133
O 1.247366 -0.198087 -0.404854 -0.152 0.001 0.014
C -0.844152 0.953787 -0.321299 -0.103 0.482 -0.053
C -0.512279 2.112489 -0.974367 -0.076 -0.349 0.170
C -1.373584 3.232125 -0.874127 -0.020 -0.568 0.214
C -1.054963 4.461349 -1.567120 -0.812 1.078 0.088
C -1.727917 5.658986 -1.603379 0.303 -0.844 0.136
C -0.968896 6.512206 -2.429597 0.546 -0.193 -0.279
C 0.106547 5.779094 -2.836317 -0.312 0.858 -0.138
O 0.064669 4.543159 -2.323504 0.167 -0.542 0.111
N -2.485186 3.210833 -0.173279 0.236 0.587 -0.368
C -2.810356 2.097856 0.504892 0.195 -0.627 0.130
C -3.993977 2.113772 1.273838 -0.108 -0.156 0.159
C -4.356279 1.017766 2.004835 -0.071 0.277 -0.080
C -3.551079 -0.131987 2.010044 0.248 -0.161 -0.077
C -2.401466 -0.187502 1.268902 -0.197 -0.192 0.211
C -2.013925 0.914665 0.483199 -0.129 0.415 -0.143
H 3.989450 -2.645149 1.951998 0.114 0.039 -0.016
H 3.302670 -3.069100 3.522723 0.067 0.011 0.122
H 2.479292 -1.899965 2.485481 -0.030 0.099 0.032
H 1.364655 -4.125275 2.477406 0.164 -0.082 -0.063
H 2.839710 -4.861413 1.807910 -0.079 0.017 -0.028
H 3.168234 -4.875100 -0.341422 -0.163 0.020 -0.080
H 1.973052 -4.222922 -1.456066 0.093 -0.052 0.049
H 3.099161 -1.893764 -0.998279 -0.043 0.084 -0.040
H 4.418237 -2.811116 -0.286203 0.091 0.033 0.058
H 4.006146 -3.055423 -1.981241 0.105 0.000 -0.106
H 0.969377 -2.302130 -1.663314 -0.109 -0.124 0.060
H -0.511640 -3.270797 -1.341456 0.102 0.072 0.020
H 0.381087 2.173941 -1.575799 0.086 -0.032 -0.023
H -2.643999 5.875322 -1.095793 -0.199 -0.019 0.137
H -1.188202 7.528076 -2.687146 0.020 0.204 -0.092
H 0.938823 6.019523 -3.468535 0.136 -0.077 -0.057
H -4.583284 3.017133 1.268963 -0.058 0.094 -0.011
H -5.260843 1.033371 2.595515 -0.070 0.034 0.031
H -3.842332 -0.979356 2.612722 0.011 -0.084 0.041
H -1.777307 -1.067221 1.298405 0.038 -0.098 -0.009

=====

(2)
68
Properties=species:S:1:pos:R:3:forces:R:3 method="wB97M-V/def2-TZVPD" e_tot_ha=-2079.3957 orbital_gap_ev=8.567 spin_multiplicity=1 relative_energy_kj_mol=36.31 charge=+1
Mg -1.487217 -0.541280 -0.725085 -0.353 -0.221 -1.218
C 3.904061 0.209553 4.003686 -0.040 -0.098 -0.063
C 4.305369 -0.739529 2.878039 0.251 0.148 0.242
C 5.608872 -0.287475 2.233315 -0.073 -0.156 -0.128
C 6.019543 -1.258100 1.137022 -0.053 0.097 0.048
C 4.911947 -1.383188 0.128511 0.137 0.010 0.042
C 5.187939 -1.685373 -1.184317 -0.033 -0.015 0.042
C 4.156978 -1.789345 -2.114711 -0.107 0.012 0.083
F 4.470352 -2.079823 -3.382687 0.017 -0.016 -0.029
C 2.852486 -1.602129 -1.762417 0.006 -0.011 -0.079
C 2.545460 -1.288099 -0.431123 -0.001 -0.013 0.034
C 1.150153 -1.083434 -0.070021 0.238 -0.134 0.348
O 0.253699 -1.202767 -0.965650 0.831 -0.202 -0.190
C 0.911785 -0.757489 1.289009 -0.260 0.190 -0.263
C 1.971417 -0.669994 2.159902 0.058 -0.010 -0.036
N 3.250917 -0.847541 1.834741 -0.199 0.018 0.069
C 3.574375 -1.169858 0.521554 -0.098 -0.094 -0.311
C -0.447454 -0.389852 1.878604 0.020 -0.262 0.341
O -0.496928 -0.071817 3.053893 0.006 0.028 -0.237
O -1.453503 -0.453381 1.071301 0.149 0.267 1.553
H 4.790171 0.441723 4.591979 0.007 -0.037 0.011
H 3.170243 -0.223684 4.681015 -0.027 0.041 -0.013
H 3.510805 1.145547 3.604223 0.011 0.010 0.008
H 4.451510 -1.743116 3.288979 -0.005 -0.014 -0.038
H 6.377458 -0.236064 3.002599 -0.021 0.024 0.035
H 5.477468 0.716671 1.819934 0.018 0.023 0.028
H 6.229978 -2.237609 1.576557 0.020 -0.003 -0.008
H 6.931387 -0.924306 0.642809 0.006 -0.027 -0.006
H 6.208994 -1.848537 -1.504914 -0.001 0.020 -0.012
H 2.051685 -1.694616 -2.481705 0.032 -0.004 -0.016
H 1.725444 -0.430316 3.184040 0.079 0.041 0.000
N -5.446015 -0.918620 -1.525375 0.024 0.051 0.018
C -4.183447 -0.553972 -1.810739 -0.166 -0.275 -0.067
N -3.295253 -1.293045 -1.181889 -0.342 0.184 -0.223
C -4.023564 -2.194633 -0.410535 -0.423 -0.065 -0.027
C -3.597285 -3.199321 0.453810 0.062 0.035 -0.012
C -4.570461 -3.947715 1.080218 0.062 -0.026 0.029
C -5.935906 -3.713355 0.859645 -0.084 0.058 -0.057
C -6.372622 -2.721832 0.005527 -0.099 0.020 -0.001
C -5.389654 -1.967956 -0.622629 0.364 -0.144 0.084
H -6.281432 -0.487904 -1.881254 0.000 0.038 -0.076
H -3.940195 0.236506 -2.502601 -0.071 0.063 0.043
H -2.542897 -3.373069 0.622706 -0.014 -0.025 0.046
H -4.283435 -4.735590 1.763074 0.031 0.008 -0.013
H -6.665582 -4.325827 1.371439 0.012 0.001 0.004
H -7.425256 -2.539083 -0.165365 0.007 -0.031 0.020
C 1.188561 3.587069 -1.247958 -0.076 -0.059 0.027
C 0.711299 2.136542 -1.219217 -0.068 -0.028 -0.002
P -1.107147 1.871537 -1.373939 0.213 0.970 -0.025
C -1.526820 2.977230 -2.792899 -0.197 -0.322 0.004
C -2.910716 2.746553 -3.401002 0.090 0.030 0.015
C -1.775781 2.764786 0.094111 -0.193 -0.120 -0.050
C -3.244598 2.431760 0.378442 0.120 0.045 -0.038
H 2.262833 3.625326 -1.068234 -0.002 0.030 -0.002
H 0.699003 4.180802 -0.475197 0.036 0.028 -0.014
H 0.998903 4.054661 -2.213243 0.003 0.020 0.007
H 1.003095 1.669706 -0.274721 0.006 -0.062 0.002
H 1.188841 1.557695 -2.014531 -0.011 -0.033 0.025
H -0.764519 2.814031 -3.557890 0.042 0.042 0.022
H -1.436595 4.006871 -2.445240 0.078 0.011 0.000
H -2.972952 1.761825 -3.867452 -0.016 -0.011 0.000
H -3.105661 3.486521 -4.176737 -0.031 -0.020 -0.008
H -3.700935 2.836424 -2.655457 -0.026 -0.006 -0.014
H -1.653330 3.840124 -0.045658 0.091 0.007 0.015
H -1.172121 2.459580 0.952782 0.034 0.017 -0.021
H -3.897187 2.749817 -0.436059 -0.012 -0.013 0.009
H -3.574944 2.940952 1.282962 -0.019 -0.012 0.000
H -3.371589 1.360837 0.542013 -0.037 -0.019 0.038

=====

(3)
53
Properties=species:S:1:pos:R:3:forces:R:3 method="wB97M-V/def2-TZVPD" e_tot_ha=-11732.3372 orbital_gap_ev="6.797 / 5.262" spin_multiplicity=5 charge=-1
Ru 0.137883 -0.097442 -0.261726 -0.585 1.415 0.042
C -0.289269 1.284534 2.865948 -0.013 0.020 -0.064
P 0.387696 -0.154780 1.993365 0.171 -0.094 0.168
C -0.240238 -1.560081 2.955891 0.012 0.001 -0.029
C 2.189638 -0.085664 2.398274 -0.048 -0.021 -0.171
C 3.020864 -0.723356 1.277632 -0.048 0.108 0.065
P 2.407343 -0.092951 -0.334468 0.245 0.023 0.157
C 3.211466 1.534696 -0.457875 -0.011 -0.048 -0.006
C 3.301893 -1.051204 -1.582158 -0.025 0.030 -0.051
H 0.067515 1.309104 3.896694 -0.015 -0.005 0.013
H -1.377832 1.221777 2.862884 -0.015 0.012 -0.005
H 0.009921 2.191433 2.341030 -0.004 0.006 -0.020
H -0.127596 -1.365153 4.023915 -0.024 -0.013 -0.001
H 0.298884 -2.469578 2.689102 0.004 -0.015 -0.017
H -1.291841 -1.722109 2.716361 -0.022 0.006 0.017
H 2.371904 -0.554977 3.365976 0.045 0.014 0.015
H 2.440893 0.975028 2.480293 0.005 0.013 0.058
H 2.923950 -1.810667 1.276133 -0.051 -0.032 -0.020
H 4.079938 -0.476669 1.378809 0.020 -0.038 0.032
H 4.284532 1.411483 -0.301658 0.007 0.009 -0.018
H 2.799452 2.226814 0.273035 -0.034 0.009 -0.008
H 3.041750 1.951309 -1.450588 -0.041 0.021 0.005
H 4.369067 -1.030177 -1.356513 0.016 0.007 -0.034
H 3.127182 -0.602363 -2.560176 -0.023 -0.009 -0.018
H 2.951399 -2.080661 -1.600945 0.005 -0.027 0.035
O 0.272146 4.741462 -4.102136 0.018 0.071 -0.081
C 0.243589 3.797345 -3.362471 -0.032 -0.196 0.168
C 0.397493 3.825379 -1.839708 -0.029 -0.078 -0.138
O 0.584676 4.812057 -1.156568 0.027 0.054 0.049
C 0.267890 2.440286 -1.421472 -0.087 -0.037 0.200
C 0.058274 1.570947 -2.495179 0.038 -0.040 -0.107
O -0.069387 0.298718 -2.346759 0.030 0.291 0.085
C 0.041333 2.328605 -3.767465 0.026 0.088 0.216
O -0.090773 1.915694 -4.892705 -0.016 -0.046 -0.091
O 0.316205 1.996675 -0.181875 -0.104 0.073 -0.324
N -2.918894 -2.159908 -0.047520 -0.070 0.043 -0.068
C -3.195008 -0.851363 -0.198703 0.075 -0.238 0.105
C -4.536998 -0.456101 -0.410377 -0.013 -0.018 -0.026
C -4.859277 0.869624 -0.436127 0.018 0.047 -0.002
C -3.848889 1.817743 -0.241735 -0.051 -0.068 -0.031
C -2.567791 1.359742 -0.082350 -0.031 0.000 -0.024
N -2.207688 0.053831 -0.085070 0.181 0.617 -0.060
H -3.612237 -2.861890 -0.230622 -0.030 -0.017 0.038
H -1.978719 -2.496361 0.068579 0.054 0.022 0.000
H -5.286874 -1.226149 -0.534543 0.003 0.008 0.006
H -5.885506 1.176561 -0.596195 0.009 -0.004 0.002
H -4.046858 2.879222 -0.240388 -0.001 -0.001 0.010
H -1.758344 2.062553 0.058383 0.036 -0.038 -0.014
Se -1.789737 -5.407221 0.850764 -0.085 0.166 0.149
Sb 0.105625 -4.987543 -0.694612 -0.355 -1.909 -0.586
Se 0.374150 -2.302607 -0.302049 0.608 -0.735 0.293
Se 2.101792 -5.817777 0.497494 0.118 0.103 0.108
Se -0.206572 -7.607896 -0.697821 0.092 0.452 -0.021

=====

(4)
34
Properties=species:S:1:pos:R:3:forces:R:3 method="wB97M-V/def2-TZVPD" e_tot_ha=-3227.2109 orbital_gap_ev=8.946 spin_multiplicity=1 relative_energy_kj_mol=0.00
C -2.490144 -2.277328 1.213453 0.132 -0.051 -0.150
C -1.247480 -2.160949 0.782997 -0.049 -0.129 -0.182
Br -0.792304 -2.636171 -1.015121 -0.135 0.070 0.285
C -0.078283 -1.674730 1.595358 -0.126 -0.239 0.075
N 0.658291 -0.629205 0.942869 0.149 0.173 0.002
C 0.306374 0.694547 0.795981 0.036 0.112 0.118
C -0.984736 1.254072 1.273626 -0.240 -0.129 -0.060
C -2.045619 1.236910 0.161480 0.160 0.202 -0.051
C -1.719013 2.225696 -0.953552 -0.187 -0.221 -0.078
C -2.690340 2.095635 -2.119797 0.158 0.105 0.162
N 1.204751 1.387533 0.162936 -0.152 0.571 0.003
C 2.214157 0.514381 -0.152097 -0.066 -0.761 0.202
C 3.408915 0.724740 -0.829212 -0.082 -0.044 0.053
C 4.243378 -0.358940 -1.004976 0.155 0.095 -0.110
C 3.909143 -1.625811 -0.524982 0.024 -0.132 0.035
C 2.726979 -1.855806 0.150272 -0.046 -0.178 0.084
C 1.885146 -0.771710 0.331301 0.416 0.426 -0.280
H -3.282224 -2.645934 0.586216 -0.090 -0.086 -0.146
H -2.753534 -2.005683 2.221607 0.063 0.124 0.246
H 0.612021 -2.509835 1.761225 -0.106 0.162 0.042
H -0.441033 -1.331944 2.571207 0.046 -0.099 -0.121
H -1.345375 0.688612 2.135385 0.016 0.065 0.057
H -0.812054 2.287028 1.578649 0.038 -0.061 0.088
H -3.016392 1.483297 0.598221 -0.059 -0.050 -0.006
H -2.119154 0.231771 -0.259347 -0.060 -0.028 0.015
H -1.758714 3.241324 -0.554561 0.093 0.061 0.028
H -0.699400 2.049207 -1.299045 -0.009 0.099 0.024
H -2.451759 2.818240 -2.896025 -0.049 0.046 -0.131
H -3.712913 2.270699 -1.790037 -0.143 0.005 -0.033
H -2.636178 1.098881 -2.552688 -0.031 -0.106 -0.076
H 3.660681 1.704901 -1.200553 0.035 0.125 -0.045
H 5.179045 -0.230942 -1.528946 0.073 0.018 -0.044
H 4.590356 -2.447512 -0.688863 0.049 -0.067 -0.010
H 2.477423 -2.844971 0.507033 -0.015 -0.078 0.004